Entry from the Open Molecules 2025 dataset: C36H44AsGeN5NiO5SSe as an isolated structure in a non-equilibrium geometry (ωB97M-V/def2-TZVPD).

Results
HOMO-LUMO gap (alpha / beta) ... 5.47 / 4.82 eV
Energy above the lowest of the compared OMol25 structures with the same formula, charge and spin ... 25.15 kcal per mole
Multiplicity ... 2
Charge ... -1

Positions of all 95 atoms, in Å:
H1 -2.12856 2.01342 -2.31404
O1 -0.29895 1.72069 -1.58038
H2 -5.44981 -1.63919 2.91827
C1 4.29889 0.93916 3.82728
Se1 -3.51438 -0.85362 -1.75494
C2 3.09713 0.73633 1.32902
C3 5.62014 -3.03556 -0.26813
H3 -4.91261 4.87317 1.24520
C4 -3.99124 3.91948 -0.42479
H4 5.06228 -3.60049 -2.26321
C5 -3.11247 -2.60321 -2.49965
C6 -4.59735 -2.30354 2.75968
H5 -2.85210 -4.66499 1.44472
C7 3.45155 2.56987 -3.74155
O2 -0.90672 -1.08566 3.46997
C8 -4.83299 -1.41850 -0.42543
H6 3.31141 -1.86646 -2.45595
N1 -0.01846 2.90041 -1.14557
H7 0.34074 -3.56694 -1.98544
H8 3.95989 2.90528 0.06723
C9 4.27153 3.80372 -1.85394
C10 0.09870 -2.26613 0.04270
H9 -3.98955 -3.24287 -2.41389
O3 0.19736 -1.83098 1.46782
C11 0.52017 5.45836 -0.24745
H10 1.47533 -5.15080 1.11955
C12 1.53849 -4.05818 1.08300
C13 -6.09021 -3.98540 0.64580
C14 3.16714 1.68091 -1.50824
C15 -3.36726 1.88320 1.25315
H11 5.95895 -2.27899 1.70750
C16 3.81107 2.80611 -1.00149
H12 -4.75270 -3.20624 3.35476
H13 5.44891 -0.77649 3.26424
H14 -5.72398 -1.71903 -0.97845
S1 -0.89589 -0.82333 2.05177
O4 -2.16812 -1.14219 1.39245
N2 -2.97486 1.78800 -0.02227
H15 -4.21155 4.71308 -1.12807
H16 1.09642 5.83230 -2.29495
H17 -0.48910 2.36071 0.78290
Ni1 -1.39781 0.07094 -0.36199
C17 -4.37655 4.00027 0.89161
H18 4.77194 4.67252 -1.44234
C18 0.87909 -4.15762 -1.24651
H19 -4.35676 2.97698 2.80470
C19 0.08479 4.47500 0.62201
H20 2.99451 2.61466 4.14430
C20 4.88529 -2.91671 -1.44195
H21 -7.00858 -3.44256 0.88334
N3 0.65215 -3.57274 0.05020
N4 -2.91765 2.63756 -2.17071
Ge1 -4.48223 -2.84122 0.88860
H22 1.89553 2.40121 1.94668
C21 2.69741 1.72752 2.21399
H23 -6.03856 -4.85970 1.29947
H24 4.45717 4.46418 -3.88965
H25 -2.90377 3.48210 -2.71655
C22 5.38888 -2.17178 0.79243
C23 3.68569 -1.05902 -0.50362
H26 -0.06259 4.67509 1.67455
C24 -0.16999 3.19477 0.16622
C25 -2.99212 -4.04795 0.55452
H27 -3.68812 -1.80619 3.08851
H28 -5.07972 -0.50612 0.12264
H29 4.75820 1.01403 4.80523
As1 2.28610 0.30627 -0.40158
C26 3.90826 -1.93632 -1.55384
C27 4.09408 -0.16890 1.70521
H30 0.51620 -5.19201 -1.27338
C28 4.68798 -0.06821 2.95908
H31 2.44012 0.73434 -3.29359
O5 -0.41928 0.53026 1.71490
N5 -0.39060 -1.63047 -0.87904
H32 -3.08976 1.04172 1.87836
C29 -4.06837 2.95728 1.76382
H33 2.59052 -3.79013 0.89081
C30 4.09560 3.68858 -3.22536
C31 4.42562 -1.17555 0.67607
C32 2.98033 1.58335 -2.88745
H34 -6.16343 -4.33874 -0.38592
H35 -2.85885 -2.47274 -3.54973
H36 6.36908 -3.81247 -0.17556
H37 3.30524 2.47333 -4.81097
H38 1.94738 -4.16736 -1.50494
H39 -2.25849 -3.01416 -1.96705
C33 -3.28754 2.78024 -0.85921
C34 3.30765 1.84018 3.45507
H40 -2.06565 -3.51095 0.35987
H41 0.71263 6.46370 0.10103
H42 1.25343 -3.66431 2.05167
C35 0.45122 3.83743 -2.00491
H43 0.60817 3.47784 -3.00997
C36 0.71765 5.11724 -1.57822
H44 -3.21874 -4.70011 -0.29001

Results of the Mulliken charge analysis, in e, for atoms 1 through 2: number 1, H, carries 0.2074; number 2, O, carries -1.0804

***

Entry from the Open Molecules 2025 dataset: C36H44HgN4O5PSSi as an isolated structure (ωB97M-V/def2-TZVPD).

Results
HOMO-LUMO gap (alpha / beta) ... 6.94 / 6.25 eV
Energy above the lowest of the compared OMol25 structures with the same formula, charge and spin ... 0.00 kcal per mole
Multiplicity ... 2

Positions of all 93 atoms, in Å:
H1 2.54344 -2.44342 -2.10325
O1 -2.91040 5.70462 -0.38513
C1 3.58205 4.74277 -3.63718
H2 4.49969 1.71876 -0.67421
N1 2.95457 -0.76882 0.41754
H3 -1.61176 -4.06519 -0.08178
H4 5.23976 1.07481 -2.14158
N2 -1.71347 5.88001 -0.47156
C2 1.40900 5.75201 -0.78283
C3 5.48988 -1.69379 -0.70811
H5 3.85609 3.95974 -4.34620
H6 5.39234 1.45990 3.57645
H7 2.31186 2.53426 1.59206
H8 -5.54387 1.56875 -0.12400
H9 -1.94166 -3.07083 4.88138
H10 -2.81172 0.93157 3.63775
O2 1.99812 3.18955 -2.25684
Si1 3.93398 -0.71182 -1.02994
C4 -3.13658 -1.19670 -1.06791
H11 -1.71690 0.19873 -2.91100
Hg1 0.20355 0.37032 -0.52921
C5 -2.50259 -1.06923 4.34754
H12 3.51693 1.26707 5.18966
H13 0.19826 -2.99101 3.59966
H14 4.32326 5.69910 -1.83402
C6 -0.96177 0.12710 2.93088
C7 -0.14229 -0.98901 2.94386
O3 1.18001 4.18642 -4.40324
C8 -5.21619 0.57371 -0.42287
C9 -2.73370 -3.83124 -1.89528
C10 -2.24144 3.41318 -3.82482
H15 5.56233 5.00457 -2.86738
H16 2.81730 3.07881 -0.01548
H17 5.16792 0.50643 1.32039
C11 -2.12382 1.20161 -2.88086
C12 -3.12348 3.78620 -2.81932
C13 -0.46955 -2.14151 3.63423
H18 1.80409 6.59037 -2.70889
H19 2.88805 4.18937 1.36668
H20 4.55272 3.94614 -1.87531
S1 1.92301 4.29894 -3.17685
N3 -0.11814 3.06344 1.10484
C14 3.16306 -0.25142 1.60340
C15 0.90853 3.76261 0.65232
C16 -1.74352 2.11982 -3.84914
C17 -2.15096 0.07532 3.64487
H21 6.08679 -1.76966 -1.61920
H22 0.24269 5.80758 -2.62116
H23 1.20265 6.77131 -0.45824
C18 -0.86580 4.83794 -0.00003
C19 2.24067 0.19853 3.85421
C20 -3.48495 2.87266 -1.84136
H24 -4.15023 3.19664 -1.04904
H25 5.23880 -2.70463 -0.38500
C21 2.32213 3.37834 0.90458
C22 4.33994 1.05278 -1.52205
H26 2.16041 -0.85001 -2.74486
C23 -1.23113 3.72902 0.69714
O4 1.00555 -0.98860 2.15437
H27 1.43127 0.12340 4.56639
C24 2.97682 -1.49225 -2.41397
H28 -1.93473 4.12670 -4.57645
H29 -3.43469 -1.10243 4.89465
H30 -0.67152 1.00140 2.36052
H31 -2.57460 -4.85097 -2.22033
C25 -3.47594 -2.95872 -2.68343
P1 -3.37460 0.49487 -0.41842
H32 -4.24900 -0.97586 -2.89387
N4 0.51771 4.85158 -0.06215
H33 3.63569 -1.67421 -3.26511
H34 2.42024 5.49406 -0.47314
C26 -2.99782 1.56418 -1.85772
O5 -1.19379 6.86524 -0.98332
H35 3.50919 1.45154 -2.10800
C27 4.47887 0.95971 3.28524
H36 -2.22965 3.38972 0.90789
C28 1.27999 5.72380 -2.30526
C29 3.41901 0.84652 4.19759
C30 -1.66378 -2.17555 4.34162
C31 4.35328 0.42989 2.02789
H37 -3.89321 -3.29812 -3.62222
H38 -5.64867 0.33582 -1.39562
C32 -2.19489 -3.39271 -0.69649
H39 -3.51981 4.79230 -2.78367
C33 -2.39459 -2.08028 -0.28865
C34 4.55658 4.85105 -2.47905
C35 2.10712 -0.34895 2.59003
H40 -5.58589 -0.13632 0.31786
H41 6.11217 -1.24454 0.06553
H42 3.50505 5.67363 -4.19929
C36 -3.67693 -1.65259 -2.26969
H43 -1.95855 -1.72993 0.64087
H44 -1.04452 1.82501 -4.62101

Results of the Mulliken charge analysis, in e, for atoms 1 through 2: number 1, H, carries 0.2747; number 2, O, carries -0.6239

***

Which value of energy above the lowest of the compared OMol25 structures with the same formula, charge and spin does entry 1 give? 25.15 kcal per mole

***

Look up the multiplicity of the second one. 2

***

Look up the energy above the lowest of the compared OMol25 structures with the same formula, charge and spin of the first one. 25.15 kcal per mole